[1]
DFT (wB97M-V/def2-TZVPD) results for an isolated molecule of C17H25F3N4O3.

Last column: Mulliken charge in e.
Atoms and positions in Å:
C: -2.34 3.16 -1.31  -0.765
C: -3.43 2.38 -0.59  -0.432
C: -3.45 0.91 -0.97  -0.998
N: -2.23 0.21 -0.62  0.220
C: -1.30 -0.14 -1.55  -0.315
O: -1.42 0.09 -2.74  -0.694
C: -0.03 -0.86 -1.06  1.392
C: -0.14 -2.32 -1.37  -0.567
N: -1.30 -2.97 -1.26  -0.553
N: -1.01 -4.23 -1.60  -0.099
C: 0.30 -4.40 -1.90  -0.814
C: 0.91 -3.18 -1.76  0.228
C: 2.34 -2.80 -1.99  -1.266
N: 0.44 -0.63 0.31  0.506
C: -0.16 -1.42 1.37  -0.523
C: 0.59 -1.30 2.68  -1.369
C: 0.71 0.17 3.07  0.410
C: 1.39 0.35 4.40  0.634
F: 2.65 -0.13 4.40  -0.281
F: 1.47 1.65 4.75  -0.275
F: 0.73 -0.27 5.39  -0.282
C: 1.45 0.91 1.96  -1.612
C: 0.71 0.76 0.63  1.158
C: 1.64 1.39 -0.41  -0.065
O: 2.49 0.82 -1.04  -0.609
O: 1.42 2.71 -0.48  -0.317
C: 2.29 3.42 -1.37  -0.773
H: -2.37 4.22 -1.04  0.378
H: -1.35 2.79 -1.06  -0.032
H: -2.45 3.08 -2.39  0.314
H: -3.30 2.47 0.50  0.274
H: -4.41 2.81 -0.81  0.389
H: -4.29 0.40 -0.49  0.410
H: -3.57 0.80 -2.05  0.407
H: -2.08 -0.06 0.33  0.045
H: 0.74 -0.46 -1.72  0.609
H: -1.74 -4.91 -1.61  0.169
H: 0.69 -5.36 -2.20  0.510
H: 2.99 -3.68 -1.92  0.411
H: 2.48 -2.37 -2.99  0.245
H: 2.67 -2.06 -1.27  0.234
H: -1.22 -1.18 1.57  0.365
H: -0.16 -2.46 1.05  0.366
H: 0.07 -1.87 3.45  0.392
H: 1.60 -1.72 2.57  0.452
H: -0.29 0.60 3.19  0.264
H: 1.55 1.97 2.19  0.484
H: 2.45 0.48 1.86  0.374
H: -0.19 1.38 0.66  0.101
H: 1.98 4.46 -1.31  0.255
H: 3.32 3.31 -1.06  0.326
H: 2.17 3.05 -2.38  0.317

## Properties
Total energy = -1407.1922 hartree
F_max = 0.2 eV/A
Structure (SMILES) = CCCNC(=O)[C@H](c1n[nH]cc1C)N1CC[C@@H](C(F)(F)F)C[C@H]1C(=O)OC
Orbital gap = 9.42 eV
Total charge = 0
Relative energy (zero: lowest compared OMol25 entry of this formula, charge and spin) = 30.1 kJ/mol



[2]
DFT (wB97M-V/def2-TZVPD) results for a structure of composition C17H25F3N9O2SbV.

Last column: Mulliken spin population.
Atoms and positions in Å:
V: -1.50 -0.10 -0.65  2.080
C: -1.11 -2.23 -1.30  -0.041
C: -1.53 -1.50 -2.45  -0.027
C: -0.55 -0.51 -2.72  0.001
C: 0.47 -0.62 -1.74  0.024
C: 0.12 -1.68 -0.86  -0.040
C: 0.91 -2.16 0.33  0.034
C: 1.71 0.22 -1.68  -0.008
C: -0.56 0.46 -3.85  -0.002
C: -2.78 -1.74 -3.23  0.018
C: -1.83 -3.39 -0.68  -0.017
H: 1.42 -3.09 0.10  -0.001
H: 0.26 -2.32 1.19  0.001
H: 1.65 -1.42 0.63  -0.007
H: 2.46 -0.15 -2.39  0.000
H: 2.16 0.21 -0.69  0.003
H: 1.50 1.25 -1.94  -0.002
H: -0.15 1.42 -3.56  -0.002
H: -1.57 0.63 -4.22  0.001
H: 0.05 0.08 -4.68  0.000
H: -2.58 -2.38 -4.10  0.000
H: -3.21 -0.80 -3.58  0.000
H: -3.54 -2.23 -2.62  -0.001
H: -1.55 -4.32 -1.17  0.000
H: -2.91 -3.28 -0.75  0.000
H: -1.57 -3.48 0.38  0.000
N: -1.16 3.44 -0.62  0.012
C: -0.37 2.71 0.22  0.018
N: 0.54 3.24 1.03  -0.003
N: 1.08 2.17 1.65  0.012
N: 0.54 1.08 1.25  0.006
N: -0.40 1.38 0.33  -0.042
C: -2.09 2.88 -1.47  0.016
N: -2.84 3.59 -2.30  -0.003
N: -3.59 2.66 -2.93  0.012
N: -3.31 1.48 -2.52  0.007
N: -2.34 1.57 -1.57  -0.024
H: -1.06 4.44 -0.63  0.000
F: -5.09 -0.69 2.26  0.000
C: -4.08 -1.54 2.04  0.009
F: -4.60 -2.68 1.56  0.001
F: -3.50 -1.82 3.21  0.000
C: -3.08 -0.95 1.03  -0.001
O: -1.87 -0.85 1.33  -0.017
O: -3.51 -0.61 -0.09  -0.017
C: 5.65 -0.18 3.24  0.000
Sb: 3.87 0.48 2.20  0.000
C: 2.64 0.27 3.95  0.000
C: 4.34 2.55 2.49  0.000
H: 5.73 0.33 4.20  0.000
H: 6.54 0.05 2.64  0.000
H: 5.62 -1.26 3.41  0.000
H: 3.08 0.83 4.77  0.000
H: 2.56 -0.78 4.22  0.000
H: 1.65 0.66 3.72  0.000
H: 4.52 2.74 3.55  0.000
H: 3.51 3.15 2.14  0.000
H: 5.24 2.80 1.92  0.000

## Properties
Total energy = -2790.1169 hartree
F_max = 0.1 eV/A
Orbital gap (spin up / spin down) = 8.06 / 8.24 eV
Spin multiplicity = 3
Total charge = -1
Relative energy (zero: lowest compared OMol25 entry of this formula, charge and spin) = 10.2 kJ/mol



[3]
DFT (wB97M-V/def2-TZVPD) results for a structure of composition C17H25F5N7O3SbSe4Sn.

Last column: Mulliken charge in e.
Atoms and positions in Å:
Sn: -0.99 0.05 -0.26  0.750
N: 1.90 -0.61 2.06  -0.311
C: 2.02 0.83 2.25  0.863
C: 2.83 1.24 3.49  -1.095
C: 4.35 1.28 3.24  -0.079
C: 4.79 2.68 2.78  -1.444
N: 4.07 3.20 1.62  -0.116
C: 4.32 2.88 0.35  0.930
N: 3.44 3.18 -0.58  -0.290
N: 5.46 2.29 0.00  -0.383
C: 0.60 1.44 2.26  0.219
O: 0.15 1.89 3.29  -0.664
O: 0.00 1.45 1.11  -0.536
H: 1.26 -0.99 2.75  0.307
H: 2.79 -1.08 2.19  0.227
H: 2.48 1.21 1.33  -0.583
H: 2.58 0.54 4.29  0.404
H: 2.51 2.22 3.85  0.452
H: 4.62 0.51 2.51  0.252
H: 4.91 1.07 4.15  0.396
H: 5.86 2.72 2.58  0.411
H: 4.59 3.39 3.57  0.431
H: 3.16 3.57 1.80  0.304
H: 2.53 3.53 -0.33  0.193
H: 3.62 2.93 -1.55  0.070
H: 6.08 1.92 0.70  0.200
H: 5.58 1.98 -0.95  0.194
Se: 3.46 -1.95 -1.31  -0.456
Sb: 2.71 -0.84 -3.52  0.533
Se: 4.20 0.95 -4.12  -0.627
Se: 1.88 -2.33 -5.17  -0.557
Se: 1.48 -0.58 -1.30  0.427
C: -1.61 -0.97 -4.68  -0.684
C: -1.58 -1.75 -3.40  0.582
N: -1.14 -3.02 -3.46  -0.247
O: -1.96 -1.26 -2.33  -0.738
H: -2.63 -0.99 -5.07  0.316
H: -0.93 -1.37 -5.43  0.280
H: -1.34 0.06 -4.46  0.017
H: -0.64 -3.35 -4.27  0.169
H: -1.06 -3.53 -2.60  0.211
C: -3.11 3.56 -3.42  -0.955
N: -1.71 3.84 -3.12  0.070
C: -1.21 5.19 -3.32  -0.920
C: -0.87 2.83 -2.97  0.363
N: -0.20 1.90 -2.81  -0.430
H: -3.32 3.70 -4.48  0.318
H: -3.74 4.23 -2.84  0.331
H: -3.34 2.54 -3.14  0.296
H: -1.30 5.49 -4.37  0.312
H: -0.17 5.23 -3.03  0.297
H: -1.78 5.88 -2.71  0.319
F: -3.20 -0.49 1.75  -0.349
C: -2.35 -1.52 1.98  0.958
C: -1.23 -1.66 1.19  -0.575
C: -0.41 -2.73 1.49  -0.051
F: 0.69 -3.00 0.76  -0.352
C: -0.68 -3.61 2.53  0.114
F: 0.15 -4.63 2.81  -0.317
C: -1.82 -3.43 3.30  0.740
F: -2.09 -4.27 4.30  -0.310
C: -2.68 -2.38 3.01  0.119
F: -3.79 -2.22 3.74  -0.305

## Properties
Total energy = -11831.4534 hartree
F_max = 0.9 eV/A
Orbital gap = 6.81 eV
Total charge = 0